(1)
ORCA calculation (ωB97M-V/def2-TZVPD) on the molecule C3H5ClFNO3 in a non-equilibrium geometry.

```
! RIJCOSX wB97M-V def2-TZVPD def2/J DEFGRID3
* xyz 0 1
C 1.007 0.986 0.221
C 0.608 -0.491 0.229
O 1.527 -1.268 -0.468
C -0.755 -0.666 -0.419
F -0.764 -0.638 -1.745
Cl -1.634 -2.069 0.200
N -1.757 0.600 -0.047
O -2.261 0.576 1.018
O -1.843 1.409 -0.898
H 1.994 1.189 0.731
H 0.201 1.731 0.650
H 0.978 1.183 -0.785
H 0.656 -0.768 1.218
H 2.043 -1.772 0.095
*
```

Summary:
E ... -957.70996 Ha
Lowest unoccupied orbital energy ... 0.33 eV
SMILES string ... C[C@H](O)[C@@](F)(Cl)[N+](=O)[O-]

Atom charges from the Mulliken analysis, given in e for atoms 1 to 8: number 1, C, carries -1.336; number 2, C, carries -0.123; number 3, O, carries -0.554; number 4, C, carries 0.692; number 5, F, carries -0.211; number 6, Cl, carries -0.160; number 7, N, carries 0.789; number 8, O, carries -0.518

(2)
ORCA calculation (ωB97M-V/def2-TZVPD) on a structure of composition C15H27I2LaN3Si2 in a non-equilibrium geometry.

```
! RIJCOSX wB97M-V def2-TZVPD def2/J DEFGRID3
* xyz 1 1
La -1.179 0.100 -1.067
C 3.255 1.848 -2.396
Si 2.188 0.316 -2.224
C 0.809 0.259 -3.491
C 3.332 -1.073 -2.652
N 1.270 0.212 -0.726
C 1.673 0.381 0.564
C 3.056 0.510 0.891
C 3.427 0.666 2.182
C 2.453 0.678 3.220
C 1.131 0.538 2.985
C 0.676 0.380 1.631
N -0.582 0.218 1.309
Si -2.018 0.082 2.342
C -1.837 -1.223 3.641
C -2.382 1.702 3.224
C -3.326 -0.336 1.028
H 3.662 1.853 -3.390
H 4.055 1.786 -1.635
H 2.797 2.811 -2.162
H 1.290 0.412 -4.487
H 0.078 1.081 -3.396
H 0.222 -0.653 -3.549
H 3.815 -0.883 -3.601
H 2.898 -2.044 -2.731
H 4.168 -1.176 -1.962
H 3.756 0.459 0.030
H 4.458 0.776 2.449
H 2.780 0.847 4.200
H 0.376 0.554 3.747
H -0.981 -0.975 4.313
H -1.624 -2.201 3.292
H -2.683 -1.326 4.305
H -1.488 2.007 3.774
H -3.181 1.633 3.998
H -2.617 2.482 2.536
H -3.125 -1.277 0.494
H -3.592 0.430 0.292
H -4.316 -0.482 1.490
I -3.284 0.028 -3.124
C -3.435 4.010 -1.819
I -1.397 3.707 -1.287
H -3.674 5.071 -2.039
H -4.142 3.376 -1.327
C -1.128 -5.059 -1.610
C -1.156 -3.652 -1.238
N -1.133 -2.561 -0.921
H -0.850 -5.686 -0.751
H -0.399 -5.196 -2.411
H -2.096 -5.416 -1.939
*
```

Summary:
E ... -1957.92350 Ha
Lowest unoccupied orbital energy (spin up / spin down) ... -4.32 / -3.34 eV

Atom charges from the Mulliken analysis, given in e for atoms 1 to 8: number 1, La, carries 1.037; number 2, C, carries -0.983; number 3, Si, carries -0.234; number 4, C, carries -1.336; number 5, C, carries -1.128; number 6, N, carries 0.249; number 7, C, carries 0.733; number 8, C, carries -0.386

(3)
ORCA calculation (ωB97M-V/def2-TZVPD) on a structure of composition C2I3N in a non-equilibrium geometry.

```
! RIJCOSX wB97M-V def2-TZVPD def2/J DEFGRID3
* xyz 0 1
C 2.062 0.061 0.025
C -1.070 -0.004 -0.026
N 3.190 -0.074 -0.086
I -1.058 0.730 1.922
I -1.500 -2.026 -0.292
I -1.624 1.314 -1.543
*
```

Summary:
E ... -1023.84040 Ha
Lowest unoccupied orbital energy (spin up / spin down) ... -3.56 / -3.56 eV

For each atom in turn, the Mulliken charge in e is: number 1, C, carries -0.203; number 2, C, carries -0.366; number 3, N, carries -0.427; number 4, I, carries 0.344; number 5, I, carries 0.328; number 6, I, carries 0.323

(4)
ORCA calculation (ωB97M-V/def2-TZVPD) on a cluster of 2 separate species, CH3Cl2OP in total in a non-equilibrium geometry.

```
! RIJCOSX wB97M-V def2-TZVPD def2/J DEFGRID3
* xyz 0 1
C -0.348 -0.491 0.630
O -1.825 -0.387 0.889
P 1.068 -0.273 -1.439
Cl 2.661 0.758 -0.798
Cl 0.106 1.285 -2.344
H -1.911 0.617 0.991
H 0.017 -1.528 0.699
H 0.233 0.019 1.372
*
```

Summary:
E ... -1376.83072 Ha
Lowest unoccupied orbital energy ... -0.36 eV

For each atom in turn, the Mulliken charge in e is: number 1, C, carries -0.639; number 2, O, carries -0.465; number 3, P, carries 0.391; number 4, Cl, carries -0.166; number 5, Cl, carries -0.188; number 6, H, carries 0.329; number 7, H, carries 0.358; number 8, H, carries 0.379

(5)
ORCA calculation (ωB97M-V/def2-TZVPD) on a structure of composition C2H4N2S3 in a non-equilibrium geometry.

```
! RIJCOSX wB97M-V def2-TZVPD def2/J DEFGRID3
* xyz 0 1
C -0.236 -0.073 -0.042
C 0.042 -1.355 -0.971
H -2.273 -0.407 0.179
H -1.764 0.730 1.277
H 1.803 1.733 1.691
H 2.037 -0.370 -0.641
N -1.488 0.326 0.352
N 0.728 0.734 0.128
S 0.551 2.374 0.658
S 1.821 -1.401 -1.413
S -1.221 -2.291 -1.218
*
```

Summary:
E ... -1382.56441 Ha
Lowest unoccupied orbital energy ... -0.87 eV

Atom charges from the Mulliken analysis, given in e for atoms 1 to 8: number 1, C, carries 0.505; number 2, C, carries 0.356; number 3, H, carries 0.210; number 4, H, carries 0.259; number 5, H, carries 0.193; number 6, H, carries 0.258; number 7, N, carries -0.554; number 8, N, carries -0.540

(6)
ORCA calculation (ωB97M-V/def2-TZVPD) on a structure of composition C21H27FIrN7O4 in a non-equilibrium geometry.

```
! RIJCOSX wB97M-V def2-TZVPD def2/J DEFGRID3
* xyz 3 2
Ir 0.165 0.317 0.201
C 0.687 4.492 1.363
C 0.269 3.118 0.968
N 1.034 2.087 0.903
C 2.477 2.198 0.803
C 2.695 1.897 -0.680
N 1.930 0.651 -1.059
C 2.889 -0.472 -0.825
C 2.172 -1.778 -0.727
N 1.112 -1.630 0.294
C 0.032 -2.638 0.074
C -0.846 -2.202 -1.090
N -1.144 -0.800 -0.835
C -2.234 -0.200 -1.164
C -3.339 -0.847 -1.928
C -2.321 1.229 -0.728
C -3.432 2.053 -0.782
C -3.347 3.325 -0.225
C -2.182 3.755 0.396
C -1.099 2.893 0.422
N -1.187 1.706 -0.177
H 1.530 4.480 2.048
H -0.139 5.005 1.854
H 0.952 5.083 0.481
H 2.955 1.468 1.454
H 2.853 3.192 1.032
H 3.753 1.732 -0.884
H 2.360 2.730 -1.295
H 1.696 0.717 -2.046
H 3.354 -0.270 0.141
H 3.673 -0.465 -1.582
H 2.861 -2.583 -0.470
H 1.705 -2.040 -1.676
H 1.469 -1.752 1.241
H -0.557 -2.695 0.989
H 0.462 -3.621 -0.122
H -1.744 -2.813 -1.158
H -0.319 -2.277 -2.044
H -2.944 -1.433 -2.758
H -4.028 -0.113 -2.336
H -3.907 -1.521 -1.280
H -4.355 1.713 -1.229
H -4.208 3.980 -0.258
H -2.128 4.734 0.850
F -0.216 -2.292 8.284
C -0.072 -1.315 7.415
C -0.785 -1.242 6.265
N -0.633 -0.233 5.379
C -1.416 -0.160 4.139
C -0.519 -0.318 2.909
O -1.058 0.199 1.855
O 0.536 -0.897 2.979
C 0.290 0.785 5.552
O 0.468 1.669 4.761
N 0.996 0.706 6.764
C 0.851 -0.282 7.660
O 1.565 -0.263 8.733
H -1.515 -2.009 6.039
H -1.952 0.785 4.104
H -2.142 -0.971 4.158
H 1.651 1.464 6.930
*
```

Summary:
E ... -1703.98764 Ha
Lowest unoccupied orbital energy (spin up / spin down) ... -9.17 / -12.09 eV

Atom charges from the Mulliken analysis, given in e for atoms 1 to 8: number 1, Ir, carries 1.744; number 2, C, carries -2.033; number 3, C, carries 0.840; number 4, N, carries 0.105; number 5, C, carries -0.701; number 6, C, carries -0.817; number 7, N, carries -0.350; number 8, C, carries -0.754

(7)
ORCA calculation (ωB97M-V/def2-TZVPD) on a structure of composition C21H17N4O2RhS6 in a non-equilibrium geometry.

```
! RIJCOSX wB97M-V def2-TZVPD def2/J DEFGRID3
* xyz 0 1
Rh -2.313 0.028 -0.062
S -5.923 1.651 2.024
C -4.657 1.037 1.240
S -4.571 0.250 -0.319
S -2.931 1.178 1.750
O -0.001 -6.433 -0.980
C -1.365 -6.129 -1.183
C -1.579 -4.657 -0.991
C -2.788 -4.063 -1.341
C -2.974 -2.721 -1.112
N -2.027 -1.950 -0.569
C -0.841 -2.489 -0.266
C -0.599 -3.847 -0.449
C 0.177 -1.573 0.279
C 1.524 -1.904 0.350
C 2.429 -0.976 0.841
C 3.909 -1.272 0.855
O 4.204 -2.651 0.966
C 1.948 0.251 1.269
C 0.600 0.519 1.146
N -0.268 -0.368 0.665
H 0.141 -7.369 -1.146
H -2.000 -6.667 -0.468
H -1.695 -6.405 -2.191
H -3.593 -4.635 -1.784
H -3.910 -2.234 -1.351
H 0.351 -4.270 -0.166
H 1.883 -2.858 -0.005
H 4.390 -0.687 1.644
H 4.338 -0.939 -0.092
H 3.998 -2.941 1.860
H 2.611 1.017 1.647
H 0.186 1.478 1.436
S 3.356 2.457 -1.057
C 1.752 2.235 -1.403
S 1.135 0.836 -2.246
C -0.502 1.388 -1.990
N -0.574 2.512 -1.370
N 0.676 2.978 -1.040
C 0.695 4.148 -0.216
C 1.608 5.166 -0.443
C 1.591 6.278 0.386
C 0.669 6.372 1.419
C -0.252 5.354 1.620
C -0.245 4.235 0.803
S -1.879 0.385 -2.331
H 2.320 5.086 -1.249
H 2.301 7.076 0.218
H 0.663 7.242 2.062
H -0.986 5.429 2.412
H -0.981 3.451 0.931
*
```

Summary:
E ... -3679.66960 Ha
Lowest unoccupied orbital energy ... -1.18 eV

Atom charges from the Mulliken analysis, given in e for atoms 1 to 8: number 1, Rh, carries 0.040; number 2, S, carries -0.219; number 3, C, carries 0.271; number 4, S, carries -0.233; number 5, S, carries -0.395; number 6, O, carries -0.500; number 7, C, carries -0.630; number 8, C, carries 0.580

(8)
ORCA calculation (ωB97M-V/def2-TZVPD) on a structure of composition C26H30F6KN11O6S4 in a non-equilibrium geometry.

```
! RIJCOSX wB97M-V def2-TZVPD def2/J DEFGRID3
* xyz -2 1
K 0.182 0.833 1.361
S -1.636 -1.062 4.242
C -2.474 -2.251 3.412
N -3.673 -2.680 3.676
N -4.152 -3.701 2.817
C -3.877 -5.015 3.011
C -4.596 -6.004 2.306
C -4.298 -7.343 2.465
C -3.283 -7.757 3.322
C -2.571 -6.785 4.017
C -2.849 -5.438 3.876
N -1.700 -2.953 2.404
N -1.904 -2.581 1.253
C -1.094 -3.271 0.290
C -0.091 -2.571 -0.375
C 0.697 -3.242 -1.302
C 0.449 -4.577 -1.586
C -0.568 -5.257 -0.928
C -1.343 -4.611 0.025
H -4.979 -3.448 2.310
H -5.385 -5.700 1.624
H -4.867 -8.077 1.902
H -3.047 -8.808 3.436
H -1.768 -7.080 4.684
H -2.277 -4.690 4.410
H 0.106 -1.536 -0.136
H 1.518 -2.718 -1.780
H 1.063 -5.098 -2.312
H -0.747 -6.305 -1.144
H -2.119 -5.134 0.572
N 1.380 -1.684 2.421
N 2.489 -2.030 1.635
C 3.055 -1.052 0.789
O 4.198 -1.271 0.347
O 2.317 -0.043 0.545
H 1.625 -1.443 3.370
H 0.696 -2.426 2.429
H 3.164 -2.666 2.017
N -1.285 0.622 -0.858
C -1.075 0.912 -1.960
N -0.778 1.128 -3.228
C 0.548 0.770 -3.723
C 1.347 2.022 -4.145
C 0.487 3.284 -4.100
C -0.866 3.071 -4.768
C -1.652 1.952 -4.061
H 0.430 0.076 -4.562
H 1.056 0.230 -2.927
H 1.731 1.872 -5.159
H 2.208 2.151 -3.487
H 1.019 4.110 -4.579
H 0.324 3.570 -3.062
H -0.736 2.830 -5.829
H -1.450 3.992 -4.718
H -2.155 1.308 -4.791
H -2.413 2.380 -3.412
C 5.575 5.012 1.492
N 5.151 3.769 0.901
C 5.718 3.162 -0.215
C 4.995 2.046 -0.455
N 4.004 1.981 0.490
C 4.092 3.024 1.343
S 3.109 3.351 2.669
H 6.598 4.932 1.867
H 4.900 5.219 2.319
H 5.517 5.820 0.761
H 6.576 3.575 -0.717
H 5.104 1.268 -1.192
H 3.266 1.227 0.518
F 0.610 5.881 1.396
C 0.904 5.396 0.202
F 0.508 6.281 -0.722
F 2.225 5.283 0.096
S 0.083 3.738 -0.083
O -0.219 3.235 1.221
O 1.035 2.989 -0.852
N -1.123 4.072 -1.013
S -2.394 4.919 -0.695
O -2.991 5.373 -1.919
O -2.243 5.852 0.381
C -3.604 3.674 -0.071
F -3.731 2.658 -0.923
F -4.813 4.246 0.057
F -3.233 3.212 1.112
*
```

Summary:
E ... -4854.52622 Ha
Lowest unoccupied orbital energy ... 3.97 eV

Atom charges from the Mulliken analysis, given in e for atoms 1 to 8: number 1, K, carries 1.032; number 2, S, carries -0.468; number 3, C, carries 0.107; number 4, N, carries -0.901; number 5, N, carries 0.232; number 6, C, carries 0.567; number 7, C, carries -0.623; number 8, C, carries -0.374

Energy relative to the best compared isomer or geometry (same formula, charge and spin), record by record: 0.322, 0.018, 4.377, 3.577, 2.930, 0.000, 0.478, 1.277 eV